Record 1
# C41H44Br9N5O16

C41H44Br9N5O16 as an isolated structure in a non-equilibrium geometry (wB97M-V/def2-TZVPD, the OMol25 dataset).

Each line ends with the Mulliken charge.
Geometry (Å):
1 C 4.3226 -1.7685 -2.3156  -0.7386
2 C 5.1806 -0.8055 -1.8359  -0.5444
3 C 5.1402 -0.4730 -0.4950  -0.3249
4 C 4.2651 -1.1705 0.3530  -0.4719
5 C 3.3203 -2.0795 -0.1505  0.5494
6 C 3.3759 -2.3562 -1.4834  -0.4280
7 N 4.2229 -0.8098 1.8075  1.0383
8 O 4.9731 0.0328 2.2489  -0.6384
9 O 3.4048 -1.3483 2.5311  -0.3828
10 H 4.3516 -2.1744 -3.3160  0.4174
11 H 5.9087 -0.3754 -2.5076  0.3678
12 H 5.6806 0.3726 -0.0957  0.4749
13 H 2.5639 -2.4959 0.4983  0.2789
14 H 2.6670 -3.0449 -1.9188  0.4457
15 C -0.4851 2.2112 1.2943  -0.0681
16 C 0.6384 1.8065 2.0405  0.1716
17 C 1.2535 2.6441 2.9424  -0.2548
18 C 0.7139 3.9345 3.2216  -0.5336
19 C -0.4335 4.3406 2.4666  -0.6130
20 C -1.0253 3.4536 1.5174  -0.9879
21 N 1.3948 4.8736 4.1205  1.0205
22 O 2.4735 4.5767 4.6043  -0.6072
23 O 0.8296 5.9414 4.4178  -0.6109
24 H -0.8754 1.4559 0.6283  0.3321
25 H 1.0001 0.7943 1.9349  0.4367
26 H 2.1187 2.2274 3.4366  0.5916
27 H -0.6117 5.4022 2.5543  0.5262
28 H -1.8550 3.8216 0.9322  0.5523
29 C -1.9671 -6.0904 2.9619  -0.9149
30 C -2.0043 -5.7801 1.6075  -0.5800
31 C -0.8091 -5.4992 0.9092  -0.2234
32 C 0.4073 -5.4646 1.6109  0.0207
33 C 0.3306 -5.6077 2.9700  0.3248
34 C -0.8254 -5.8081 3.7128  -0.4633
35 N 1.6930 -5.1143 0.8940  0.9531
36 O 1.6307 -4.8512 -0.3074  -0.5687
37 O 2.6850 -5.0035 1.5808  -0.5019
38 H -2.9005 -6.2742 3.4732  0.5779
39 H -2.9556 -5.9816 1.1376  0.6050
40 H -0.8791 -5.3589 -0.1594  0.4219
41 H 1.2178 -5.3563 3.5321  -0.2022
42 H -0.7178 -5.9041 4.7831  0.4800
43 C -6.3810 -0.7165 -1.6805  -0.8308
44 C -7.1400 0.4297 -1.4303  -0.3315
45 C -6.6262 1.6777 -1.1939  -0.7044
46 C -5.2739 1.8090 -1.3926  -0.4585
47 C -4.4882 0.6714 -1.7195  0.4138
48 C -5.0458 -0.5700 -1.7986  -0.3036
49 N -4.5987 3.0442 -1.0559  1.0139
50 O -5.2623 4.0344 -0.7226  -0.7957
51 O -3.3545 3.0851 -1.1743  -0.6787
52 H -6.8856 -1.6701 -1.7299  0.3851
53 H -8.2103 0.3340 -1.5385  0.3435
54 H -7.2291 2.5419 -0.9567  0.4904
55 H -3.4128 0.6773 -1.8186  0.4108
56 H -4.3777 -1.4039 -1.9558  0.4823
57 C -0.2356 3.9583 -5.3488  -0.3661
58 C 0.4909 2.8253 -5.6697  -0.4956
59 C -0.1042 1.5925 -5.5486  -0.1609
60 C -1.4889 1.5170 -5.1219  -0.1783
61 C -2.1838 2.6942 -4.7583  0.0089
62 C -1.6322 3.9728 -4.9295  -0.8141
63 N -2.0927 0.2387 -4.8612  1.0547
64 O -3.2206 0.1204 -4.4567  -0.6818
65 O -1.3403 -0.7040 -4.9593  -0.7161
66 H 0.2624 4.8887 -5.5784  0.3630
67 H 1.5474 2.7951 -5.8919  0.4249
68 H 0.5821 0.7595 -5.5876  0.4100
69 H -3.2097 2.6843 -4.4209  0.3727
70 H -2.2569 4.8246 -4.7046  0.4334
71 C -0.9699 -1.0731 3.3407  -1.2618
72 C -0.6307 -2.1837 2.3665  1.8067
73 O -0.0334 -1.5895 1.2183  0.5360
74 C -0.7218 -1.3543 0.1144  -0.2006
75 O -1.9678 -1.6949 0.0167  -0.5290
76 O 0.0938 -0.9363 -0.8087  0.5403
77 C -0.4031 -0.8106 -2.1237  -0.8846
78 H -1.3002 -1.4956 4.2896  0.5255
79 H -1.8302 -0.4663 3.0582  0.2411
80 H -0.1239 -0.4423 3.6133  0.1733
81 H -1.5001 -2.7993 2.1359  -0.8126
82 H 0.0215 -2.7894 2.9956  -0.7584
83 H -0.6397 -1.6921 -2.7195  0.3893
84 H 0.4160 -0.3043 -2.6345  0.2497
85 H -1.1412 -0.0098 -2.1687  0.0958
86 C 2.4705 2.2124 -0.8768  -0.3772
87 C 2.5176 2.1040 -2.4093  0.2115
88 O 3.2955 3.2150 -2.8839  -0.3354
89 C 4.6661 3.1535 -2.7775  0.6550
90 O 5.3697 2.2316 -2.3046  -0.5295
91 O 5.1121 4.1554 -3.4837  -0.3563
92 C 6.4886 4.2611 -3.7555  -0.6283
93 H 1.8104 1.4688 -0.4302  -0.3584
94 H 2.3054 3.1736 -0.3901  0.5044
95 H 3.4675 1.9683 -0.5101  0.1436
96 H 1.5175 2.1668 -2.8381  0.1676
97 H 3.0333 1.2029 -2.7413  0.0853
98 H 6.9796 4.2942 -2.7829  0.2904
99 H 6.8033 5.1563 -4.2917  0.2329
100 H 6.8381 3.4394 -4.3806  0.2759
101 C -4.6496 -3.1539 1.6395  1.3826
102 Br -5.5984 -1.4766 1.8912  -0.0732
103 Br -5.2387 -4.1152 -0.0718  -0.0866
104 Br -4.7354 -4.2748 3.2173  -0.0822
105 H -3.5976 -2.8717 1.5975  -1.1688
106 C -2.5805 2.4343 4.7538  0.6349
107 Br -1.1465 2.7582 6.0985  -0.0431
108 Br -3.4404 4.1451 4.2450  -0.0347
109 Br -3.8643 1.0479 5.3577  -0.0766
110 H -2.1577 2.1268 3.7973  -0.5071
111 C 3.8001 -3.5810 4.9943  -0.0899
112 Br 4.9582 -3.2124 6.5807  -0.0736
113 Br 2.1220 -2.6666 5.0880  0.0135
114 Br 3.6532 -5.5784 4.7227  -0.0782
115 H 4.2804 -3.1478 4.1170  0.1719

Values from the calculation:
* F_max: 6.3 eV/A
* total charge: -1
* E_LUMO (alpha / beta): 0.728 / 0.728 eV
* spin multiplicity: 2
* total energy: -26231.9584 hartree
* orbital gap (alpha / beta): 2.41 / 7.06 eV

=====

Record 2
# C41H44ClIrN7O3S

C41H44ClIrN7O3S as an isolated structure in a non-equilibrium geometry (wB97M-V/def2-TZVPD, the OMol25 dataset).

Each line ends with the Mulliken charge.
Geometry (Å):
1 Ir 0.2561 -0.0533 -0.1358  0.6354
2 C -2.6473 -0.3674 1.7452  -1.5464
3 C -1.4864 -1.2061 2.1818  1.6341
4 C -1.7650 -2.0575 3.2837  -1.1487
5 C -0.8159 -2.8751 3.7883  -0.9593
6 C 0.4731 -2.8654 3.2087  1.0948
7 C 1.4986 -3.6915 3.7069  -0.8696
8 C 2.7393 -3.6635 3.1331  -0.8119
9 C 2.9838 -2.8096 2.0529  -0.6634
10 C 2.0005 -1.9856 1.5481  1.1790
11 S 2.3470 -0.9357 0.2014  -0.6174
12 C 0.7077 -2.0018 2.1174  -1.0453
13 N -0.2947 -1.1719 1.6027  0.7123
14 H -3.0479 0.1494 2.6197  0.6330
15 H -3.4458 -1.0268 1.3944  0.4990
16 H -2.4188 0.3561 0.9741  -0.4065
17 H -2.7629 -2.0254 3.6982  0.5902
18 H -1.0214 -3.5312 4.6246  0.4477
19 H 1.2806 -4.3413 4.5441  0.4144
20 H 3.5325 -4.2975 3.5049  0.4138
21 H 3.9658 -2.7860 1.5975  0.4911
22 Cl 0.7158 -5.3703 -2.1741  -0.2107
23 C -0.2864 -3.9912 -1.9012  -0.3060
24 C -1.6550 -4.0399 -2.1342  -0.4228
25 C -2.3822 -2.8919 -1.9224  -0.9131
26 C -1.7516 -1.7074 -1.5284  0.3187
27 N -0.4610 -1.7470 -1.1466  0.5253
28 C 0.2735 -2.8455 -1.3879  -0.1181
29 H -2.1246 -4.9600 -2.4540  0.4922
30 H -3.4449 -2.8661 -2.1240  0.5279
31 H -2.3367 -1.0568 -0.8955  -0.1734
32 H 1.3230 -2.7998 -1.1324  0.5343
33 O -2.9847 2.6074 -1.1936  -0.7770
34 C -2.3464 1.5942 -1.4224  0.0132
35 O -1.5118 1.1058 -0.5438  -0.9571
36 C -2.5749 0.8896 -2.7525  1.0630
37 C -3.7023 1.2657 -3.4757  -1.1368
38 C -3.9884 0.6697 -4.6932  -0.6651
39 C -3.1394 -0.3024 -5.2045  -0.7275
40 C -2.0179 -0.6785 -4.4835  -0.4761
41 C -1.7466 -0.1359 -3.2247  1.7898
42 H -4.3377 2.0378 -3.0647  0.5276
43 H -4.8667 0.9704 -5.2490  0.4268
44 H -3.3436 -0.7529 -6.1670  0.4471
45 H -1.3656 -1.4517 -4.8750  0.4989
46 H -0.6912 0.0087 -3.0313  -1.1572
47 C 0.6301 4.3152 -2.4475  -0.5583
48 C 0.5520 3.2304 -3.5181  -1.2024
49 N 1.6800 2.2944 -3.5326  0.4355
50 C 2.8383 2.6384 -4.3622  -0.7729
51 C 3.9177 3.4120 -3.6171  -0.9030
52 C 1.7084 1.2488 -2.6812  1.2851
53 C 2.7761 0.2156 -2.8538  -1.8642
54 N 0.7924 1.1056 -1.7668  0.4208
55 H -0.3131 4.8601 -2.4078  0.4881
56 H 1.4288 5.0240 -2.6654  0.5317
57 H 0.8118 3.8991 -1.4539  -0.0424
58 H 0.5106 3.6816 -4.5087  0.5309
59 H -0.3739 2.6568 -3.4202  0.1874
60 H 2.4602 3.2294 -5.1958  0.3911
61 H 3.2536 1.7323 -4.7995  0.4035
62 H 3.5370 4.3572 -3.2322  0.2035
63 H 4.7499 3.6311 -4.2858  0.4253
64 H 4.3084 2.8393 -2.7747  0.2265
65 H 2.8331 -0.0917 -3.8975  0.5650
66 H 2.5546 -0.6550 -2.2466  0.1076
67 H 3.7557 0.5991 -2.5674  0.3206
68 H 0.1283 1.8698 -1.7557  -0.4623
69 C -1.1498 8.3256 0.4530  -1.3873
70 C 0.1388 7.7154 0.9288  0.5300
71 C 0.6364 7.9659 2.2022  -0.7526
72 C 1.8090 7.3740 2.6459  -0.3417
73 C 2.5247 6.5256 1.8113  -0.3076
74 N 3.7142 5.9401 2.3147  -0.0033
75 C 4.3907 4.8283 1.8862  0.1876
76 O 5.5864 4.7030 2.0278  -0.6597
77 N 3.6619 3.8075 1.2634  -0.0017
78 C 2.3912 3.3035 1.5540  0.2294
79 C 1.5217 3.7853 2.5276  -0.2888
80 C 0.2802 3.1897 2.6602  -1.3740
81 C -0.0636 2.1141 1.8682  -0.2473
82 N 0.7994 1.6056 0.9804  0.3365
83 C 1.9817 2.1997 0.8138  -0.0862
84 C 2.0590 6.2877 0.5228  0.0585
85 C 0.8762 6.8724 0.1019  -0.5802
86 H -1.5205 9.0666 1.1593  0.3698
87 H -1.9217 7.5636 0.3317  0.2837
88 H -1.0197 8.8170 -0.5119  0.3583
89 H 0.0954 8.6283 2.8667  0.3326
90 H 2.1692 7.5661 3.6497  0.4358
91 H 4.2964 6.5245 2.8959  0.2839
92 H 4.3104 3.1196 0.9065  0.2549
93 H 1.7988 4.6078 3.1667  0.6559
94 H -0.4280 3.5589 3.3878  0.5194
95 H -1.0306 1.6439 1.9279  0.3776
96 H 2.6452 1.7554 0.0857  0.2765
97 H 2.6224 5.6552 -0.1495  0.6564
98 H 0.5221 6.6790 -0.9038  0.3659

Values from the calculation:
* F_max: 3.6 eV/A
* total charge: +1
* E_LUMO: -2.682 eV
* spin multiplicity: 1
* total energy: -3160.4412 hartree
* orbital gap: 7.32 eV